No. 1
Formula: C7H10
Source: the Open Molecules 2025 dataset
Level of theory: ωB97M-V with the def2-TZVPD basis set

Output
Gap between HOMO and LUMO ... 10.2 eV
Total charge ... 0
LUMO level ... 1.227 eV
Relative energy (zero: lowest compared OMol25 entry of this formula, charge and spin) ... 68.9 kcal per mole
Structure (SMILES) ... C1C[C@H]2[C@@H]1[C@H]1C[C@@H]21
Highest occupied orbital energy ... -9.0 eV

Structure (XYZ):
```
17
C7H10 | the Open Molecules 2025 dataset | ωB97M-V with the def2-TZVPD basis set
C -1.4496 0.8695 0.1882
C -1.3856 -0.6803 0.0025
C -0.1558 -0.5392 -0.9501
C -0.1049 0.9474 -0.5808
C 1.1799 0.7106 0.2125
C 1.3366 -0.5282 1.0587
C 1.2844 -0.6839 -0.4156
H -2.3413 1.3066 -0.2769
H -1.3937 1.2323 1.2210
H -1.2107 -1.2536 0.9173
H -2.2683 -1.1003 -0.4880
H -0.3348 -0.8901 -1.9687
H 0.2787 1.6354 -1.3451
H 1.8623 1.5392 0.3731
H 2.3437 -0.6071 1.4691
H 0.5648 -0.9101 1.7211
H 2.0915 -1.0798 -1.0200
```


No. 2
Formula: C7H10
Source: the Open Molecules 2025 dataset
Level of theory: ωB97M-V with the def2-TZVPD basis set

Output
Gap between HOMO and LUMO ... 10.1 eV
Total charge ... 0
LUMO level ... 1.186 eV
Relative energy (zero: lowest compared OMol25 entry of this formula, charge and spin) ... 70.7 kcal per mole
Structure (SMILES) ... C1[C@@H]2CC3(CC3)[C@H]12
Highest occupied orbital energy ... -8.9 eV

Structure (XYZ):
```
17
C7H10 | the Open Molecules 2025 dataset | ωB97M-V with the def2-TZVPD basis set
C 1.8789 0.5970 0.8152
C 1.3842 -0.7310 0.3179
C 0.5822 -0.6503 -0.9848
C -0.4470 0.1924 -0.2375
C -1.8201 -0.2399 0.1698
C -1.6660 0.7936 -0.9023
C 0.4443 0.2592 1.0036
H 2.1807 1.4098 0.1606
H 2.4616 0.5189 1.7326
H 1.7529 -1.6672 0.7237
H 0.1908 -1.5959 -1.3734
H 1.1076 -0.1286 -1.7978
H -2.1871 -1.2503 0.0267
H -2.0489 0.1883 1.1466
H -1.7886 0.3830 -1.9059
H -2.0743 1.7954 -0.8045
H 0.0051 0.1074 1.9858
```


No. 3
Formula: C7H10
Source: the Open Molecules 2025 dataset
Level of theory: ωB97M-V with the def2-TZVPD basis set

Output
Gap between HOMO and LUMO ... 8.1 eV
Total charge ... 0
LUMO level ... 1.051 eV
Relative energy (zero: lowest compared OMol25 entry of this formula, charge and spin) ... 76.9 kcal per mole
Structure (SMILES) ... CC1=CC(C)=C1C
Highest occupied orbital energy ... -7.1 eV

Structure (XYZ):
```
17
C7H10 | the Open Molecules 2025 dataset | ωB97M-V with the def2-TZVPD basis set
C 0.0103 2.5986 -0.2816
C 0.3537 1.1733 -0.2941
C 1.2895 0.3332 -0.7220
C 0.5765 -0.9063 -0.1961
C 0.9686 -2.3332 -0.2857
C -0.4553 -0.2155 0.2917
C -1.7324 -0.4324 0.9903
H -0.9775 2.7483 -0.7204
H 0.7379 3.1783 -0.8493
H -0.0219 2.9708 0.7441
H 2.2196 0.4512 -1.2458
H 2.0525 -2.4151 -0.2594
H 0.6189 -2.7630 -1.2263
H 0.5479 -2.9122 0.5340
H -2.3993 0.4166 0.8542
H -1.5718 -0.5648 2.0619
H -2.2171 -1.3279 0.6046
```


No. 4
Formula: C7H10
Source: the Open Molecules 2025 dataset
Level of theory: ωB97M-V with the def2-TZVPD basis set

Output
Gap between HOMO and LUMO ... 8.5 eV
Total charge ... 0
LUMO level ... 0.242 eV
Relative energy (zero: lowest compared OMol25 entry of this formula, charge and spin) ... 124.9 kcal per mole
Highest occupied orbital energy ... -8.2 eV

Structure (XYZ):
```
17
C7H10 | the Open Molecules 2025 dataset | ωB97M-V with the def2-TZVPD basis set
C -0.0938 -1.8882 -0.5389
C -1.4123 0.3424 -0.4197
C -1.0019 0.5649 1.0356
C 0.3160 1.2166 0.5952
C -0.3928 1.4164 -0.7629
C 1.3639 0.1634 0.3612
C 1.1410 -1.0431 -0.1809
H -0.4072 -1.7915 -1.5881
H 0.2405 -2.9157 -0.4058
H -1.0114 -1.8058 0.0510
H -0.9621 -0.2687 1.7447
H -1.7396 1.2927 1.3942
H 0.6879 2.0942 1.1381
H 0.1970 1.3574 -1.6843
H -1.0245 2.3142 -0.8159
H 2.4003 0.4564 0.5412
H 2.0394 -1.5887 -0.4503
```


No. 5
Formula: C7H10
Source: the Open Molecules 2025 dataset
Level of theory: ωB97M-V with the def2-TZVPD basis set

Output
Gap between HOMO and LUMO ... 8.7 eV
Total charge ... 0
LUMO level ... 1.079 eV
Relative energy (zero: lowest compared OMol25 entry of this formula, charge and spin) ... 79.1 kcal per mole
Structure (SMILES) ... C[C@@H]1[C@@H]2C=CC[C@H]12
Highest occupied orbital energy ... -7.6 eV

Structure (XYZ):
```
17
C7H10 | the Open Molecules 2025 dataset | ωB97M-V with the def2-TZVPD basis set
C 1.1392 -1.3702 0.3107
C 0.3952 -0.3825 1.1490
C -1.2614 0.1532 0.8026
C -1.6129 -0.1084 -0.6249
C -0.8057 0.5225 -1.4852
C 0.2663 1.2983 -0.7596
C 0.0166 0.9712 0.7183
H 2.1544 -0.9918 0.1449
H 1.2132 -2.3501 0.7959
H 0.6623 -1.5027 -0.6646
H 0.5960 -0.4394 2.2258
H -1.0597 -0.7557 1.4666
H -2.4719 -0.7099 -0.9139
H -0.8798 0.5029 -2.5700
H 1.2793 1.0112 -1.0840
H 0.1788 2.3756 -0.9369
H 0.1900 1.7758 1.4254
```


No. 6
Formula: C7H10
Source: the Open Molecules 2025 dataset
Level of theory: ωB97M-V with the def2-TZVPD basis set

Output
Gap between HOMO and LUMO ... 10.4 eV
Total charge ... 0
LUMO level ... 1.119 eV
Relative energy (zero: lowest compared OMol25 entry of this formula, charge and spin) ... 61.4 kcal per mole
Structure (SMILES) ... C#C[C@@H]1[C@H](C)[C@@H]1C
Highest occupied orbital energy ... -9.3 eV

Structure (XYZ):
```
17
C7H10 | the Open Molecules 2025 dataset | ωB97M-V with the def2-TZVPD basis set
C 0.6835 2.3737 0.3713
C -0.0706 1.7191 -0.3069
C -0.9481 0.6544 -0.7157
C -1.0198 -0.4679 0.3444
C -0.2039 -0.3130 1.6166
C -0.3905 -0.7241 -0.9948
C 1.0886 -0.9707 -1.1627
H 1.3811 2.9233 0.9606
H -1.8685 0.9345 -1.2218
H -2.0244 -0.8611 0.4838
H 0.0229 0.7512 1.7687
H -0.7543 -0.6667 2.4911
H 0.7628 -0.8286 1.5743
H -1.0091 -1.3007 -1.6807
H 1.3362 -2.0004 -0.8834
H 1.3837 -0.8199 -2.2064
H 1.6874 -0.2918 -0.5499
```


No. 7
Formula: C7H10
Source: the Open Molecules 2025 dataset
Level of theory: ωB97M-V with the def2-TZVPD basis set

Output
Gap between HOMO and LUMO (alpha / beta) ... 8.6 / 8.7 eV
Total charge ... 0
LUMO level (alpha / beta) ... 0.589 / 0.604 eV
Relative energy (zero: lowest compared OMol25 entry of this formula, charge and spin) ... 146.8 kcal per mole
Highest occupied orbital energy (alpha / beta) ... -8.0 / -8.1 eV

Structure (XYZ):
```
17
C7H10 | the Open Molecules 2025 dataset | ωB97M-V with the def2-TZVPD basis set
C -1.7684 0.6134 0.4156
C -0.4717 0.8205 0.4493
C -0.8413 -0.9522 -1.0153
C -0.9973 -2.1105 -1.5882
C 0.3353 -0.1115 -0.3604
C 0.1988 2.0212 1.1590
C 1.5664 -0.8032 0.2840
H -2.7767 0.8955 0.4231
H -0.2314 -2.7875 -1.6186
H -2.0181 -2.3051 -1.9690
H 0.5046 0.4688 -1.3489
H -0.5544 2.6285 1.8418
H 0.5797 2.7615 0.4685
H 1.1359 1.6055 1.6314
H 1.7043 -0.2204 1.1049
H 2.3931 -0.7852 -0.4058
H 1.2412 -1.7393 0.5287
```


No. 8
Formula: C7H10
Source: the Open Molecules 2025 dataset
Level of theory: ωB97M-V with the def2-TZVPD basis set

Output
Gap between HOMO and LUMO ... 8.4 eV
Total charge ... 0
LUMO level ... 0.659 eV
Relative energy (zero: lowest compared OMol25 entry of this formula, charge and spin) ... 120.7 kcal per mole
Highest occupied orbital energy ... -7.8 eV

Structure (XYZ):
```
17
C7H10 | the Open Molecules 2025 dataset | ωB97M-V with the def2-TZVPD basis set
C 1.6421 -0.1633 0.9467
C 1.8903 0.8392 -0.1760
C 1.1762 -0.4583 -0.4444
C -0.2659 -0.1953 -0.7437
C -1.4525 -0.7766 0.1365
C -2.1800 0.6102 0.0869
C -0.7710 0.9180 0.0543
H 2.4795 -0.7666 1.3169
H 0.9058 0.0583 1.7182
H 2.9114 0.9218 -0.5127
H 1.6678 -1.2493 -1.0029
H -0.5421 -0.3721 -1.7930
H -1.2554 -1.2109 1.1146
H -2.0070 -1.4668 -0.4919
H -2.7709 0.6558 -0.8228
H -2.6968 0.9168 0.9895
H 1.2685 1.7389 -0.3760
```


No. 9
Formula: C7H10
Source: the Open Molecules 2025 dataset
Level of theory: ωB97M-V with the def2-TZVPD basis set

Output
Gap between HOMO and LUMO ... 10.3 eV
Total charge ... 0
LUMO level ... 1.186 eV
Relative energy (zero: lowest compared OMol25 entry of this formula, charge and spin) ... 72.8 kcal per mole
Structure (SMILES) ... C1[C@@H]2CC3(CC3)[C@H]12
Highest occupied orbital energy ... -9.1 eV

Structure (XYZ):
```
17
C7H10 | the Open Molecules 2025 dataset | ωB97M-V with the def2-TZVPD basis set
C 1.7842 0.7240 0.5200
C 1.5262 -0.7388 0.4252
C 0.6541 -1.0099 -0.8023
C -0.4624 -0.0232 -0.1992
C -1.9133 -0.3482 -0.2337
C -1.6184 1.0794 -0.4877
C 0.4584 0.1741 0.9945
H 1.8350 1.3068 -0.3989
H 2.4676 1.0459 1.3014
H 2.1405 -1.4643 0.9608
H 0.3304 -2.0637 -0.8030
H 1.1165 -0.8005 -1.7719
H -2.1568 -0.8773 -1.1563
H -2.5121 -0.5969 0.6307
H -2.0524 1.5493 -1.3811
H -1.7496 1.7461 0.3728
H 0.1522 0.2973 2.0285
```


No. 10
Formula: C7H10
Source: the Open Molecules 2025 dataset
Level of theory: ωB97M-V with the def2-TZVPD basis set

Output
Gap between HOMO and LUMO ... 10.3 eV
Total charge ... 0
LUMO level ... 1.125 eV
Relative energy (zero: lowest compared OMol25 entry of this formula, charge and spin) ... 60.7 kcal per mole
Structure (SMILES) ... C#CC1(CC)CC1
Highest occupied orbital energy ... -9.2 eV

Structure (XYZ):
```
17
C7H10 | the Open Molecules 2025 dataset | ωB97M-V with the def2-TZVPD basis set
C -1.5763 2.2590 0.4679
C -0.9130 1.2867 0.2007
C -0.3805 -0.0521 0.0050
C 1.0402 -0.4163 0.4537
C 2.2120 0.4180 -0.0841
C -0.9679 -0.9097 -1.0993
C -1.5030 -1.0398 0.2878
H -2.1645 3.1209 0.6934
H 1.2015 -1.4565 0.1419
H 1.0870 -0.4137 1.5485
H 2.1929 0.5343 -1.1735
H 3.1557 -0.0832 0.1697
H 2.2476 1.4164 0.3638
H -1.5877 -0.4584 -1.8666
H -0.3280 -1.7172 -1.4435
H -1.2795 -1.9011 0.9065
H -2.4778 -0.5938 0.4660
```


no.,energy (Eh)
1,-272.6083
2,-272.6053
3,-272.5954
4,-272.5189
5,-272.5919
6,-272.6202
7,-272.4840
8,-272.5257
9,-272.6020
10,-272.6213